This record from OMol25 describes C29H25BrN2OP2Ru as an isolated structure. The level of theory is ωB97M-V/def2-TZVPD.

**Frontier orbital gap (alpha / beta)**: 7.10 / 4.00 eV
**⟨S²⟩**: 6.041
**Spin multiplicity**: 5
**Total charge**: +4
**Strongest force on any atom**: 0.52 eV Å⁻¹

```
61
C29H25BrN2OP2Ru | OMol25 | ωB97M-V/def2-TZVPD
Ru -0.6831 -0.3056 -1.1592
N -3.2867 0.7743 0.7075
P -2.6864 -0.1511 2.0073
C -3.8416 -0.2956 3.3035
C -4.5797 -1.4893 3.4512
C -5.4915 -1.5838 4.4820
C -5.6489 -0.5199 5.3703
C -4.9070 0.6514 5.2372
C -3.9956 0.7735 4.2082
C -2.0430 -1.6754 1.3834
C -1.3765 -2.4787 2.3093
C -0.8400 -3.7004 1.9049
C -0.9427 -4.1113 0.5858
C -1.6021 -3.3090 -0.3471
C -2.1353 -2.0801 0.0302
P -2.2824 1.2402 -0.5827
C -2.4571 3.0648 -0.7275
C -3.7701 3.6342 -0.9876
C -3.9716 5.0081 -1.1656
C -2.8865 5.8446 -1.1416
C -1.5814 5.3011 -0.8887
C -1.3832 3.8982 -0.7037
C -2.9619 0.5726 -2.0968
C -2.0403 0.5255 -3.1698
C -2.3919 -0.1043 -4.3668
C -3.6469 -0.6716 -4.4944
C -4.5594 -0.6290 -3.4335
C -4.2213 -0.0297 -2.2350
H -4.0854 1.3425 0.9814
H -4.4455 -2.3184 2.7682
H -6.0777 -2.4841 4.6058
H -6.3540 -0.6125 6.1867
H -5.0316 1.4564 5.9483
H -3.3946 1.6704 4.1168
H -1.2848 -2.1731 3.3455
H -0.3523 -4.3344 2.6343
H -0.5401 -5.0693 0.2832
H -1.7395 -3.6645 -1.3609
H -2.8403 -1.5936 -0.6411
H -4.6226 2.9676 -1.0805
H -4.9644 5.3979 -1.3520
H -2.9848 6.9102 -1.3123
H -0.7425 5.9851 -0.8192
H -0.3792 3.5297 -0.5348
H -1.1174 1.1114 -3.1431
H -1.6963 -0.1206 -5.1956
H -3.9340 -1.1440 -5.4251
H -5.5412 -1.0686 -3.5555
H -4.9253 -0.0356 -1.4110
O 5.2420 -0.0221 0.1079
C 3.9460 0.0375 -0.0338
C 3.0944 0.8866 0.7030
C 1.7486 0.8593 0.4643
N 1.1948 0.0401 -0.4653
C 2.0399 -0.7634 -1.1407
Br 1.0281 -1.8406 -2.3418
C 3.3848 -0.8302 -0.9990
H 5.6034 0.5826 0.7769
H 3.4948 1.5543 1.4546
H 1.0673 1.4891 1.0187
H 4.0103 -1.4986 -1.5755
```

This record from OMol25 describes C29H25N4O5Pt as an isolated structure. The level of theory is ωB97M-V/def2-TZVPD.

**Frontier orbital gap (alpha / beta)**: 6.40 / 7.34 eV
**⟨S²⟩**: 2.006
**Spin multiplicity**: 3
**Total charge**: -1
**Strongest force on any atom**: 0.51 eV Å⁻¹

```
64
C29H25N4O5Pt | OMol25 | ωB97M-V/def2-TZVPD
Pt -0.3645 -1.1102 -1.7316
O 2.5277 -4.4271 -6.2534
C 1.8971 -3.7436 -5.2618
C 0.8041 -4.2724 -4.5874
C 0.2157 -3.5299 -3.5833
N 0.6635 -2.3174 -3.2640
C 1.7098 -1.7994 -3.9117
C 2.3646 -2.4824 -4.9147
C 2.1389 -0.4038 -3.4581
O 3.2201 0.0252 -3.8553
O 1.3005 0.1809 -2.7022
C -0.9739 -4.0780 -2.7757
O -1.4900 -5.1160 -3.2031
O -1.2894 -3.3917 -1.7662
H 2.0958 -5.2803 -6.3539
H 0.3897 -5.2462 -4.8199
H 3.2179 -2.0361 -5.4046
C 1.5570 1.6209 4.6383
C 0.3487 2.3810 4.1641
C -0.1740 3.4387 4.8916
C -1.2924 4.1361 4.4553
C -1.8864 3.7830 3.2559
C -1.3746 2.7408 2.4988
C -0.2689 2.0189 2.9525
N 0.2845 0.9537 2.2365
C -0.2739 0.2390 1.1765
N -1.6008 0.0342 1.3033
C -2.5741 -0.3491 0.3445
C -2.2397 -0.6668 -0.9728
C -3.3090 -0.9534 -1.8271
C -4.6265 -0.9433 -1.4025
C -4.9155 -0.6583 -0.0769
C -3.8974 -0.3604 0.8141
C -4.2237 -0.0521 2.2564
N 0.4768 -0.2576 0.2504
C 1.8406 0.1236 0.2145
C 2.8043 -0.8245 0.5415
C 4.1522 -0.5004 0.5159
C 4.5432 0.7788 0.1590
C 3.5818 1.7201 -0.1842
C 2.2274 1.4198 -0.1677
C 1.1987 2.4368 -0.5728
H 1.8670 1.9664 5.6232
H 2.4036 1.7517 3.9567
H 1.3418 0.5515 4.6909
H 0.3034 3.7164 5.8245
H -1.6912 4.9508 5.0460
H -2.7462 4.3308 2.8914
H -1.8217 2.5007 1.5428
H 1.2874 0.8669 2.2830
H -1.9784 0.3922 2.1623
H -3.0997 -1.2167 -2.8569
H -5.4258 -1.1871 -2.0920
H -5.9420 -0.6795 0.2731
H -5.2697 -0.2787 2.4574
H -4.0657 1.0069 2.4900
H -3.6197 -0.6484 2.9458
H 2.4743 -1.8254 0.7943
H 4.8933 -1.2511 0.7612
H 5.5943 1.0367 0.1247
H 3.8959 2.7114 -0.4905
H 1.6732 3.2659 -1.0959
H 0.6621 2.8420 0.2902
H 0.4779 1.9657 -1.2402
```

This record from OMol25 describes a 2-piece molecular cluster, C29H25N5O6 overall at a distorted geometry. The level of theory is ωB97M-V/def2-TZVPD.

**Frontier orbital gap**: 5.45 eV
**SMILES**: O=[N+]([O-])c1cc([N+](=O)[O-])c2no[n+]([O-])c2c1.c1ccc(C(c2ccccc2)(c2ccccc2)[C@H]2CCCN2)cc1
**Strongest force on any atom**: 3.87 eV Å⁻¹

```
65
C29H25N5O6 | OMol25 | ωB97M-V/def2-TZVPD
C -3.6846 -4.8746 3.0409
C -3.7920 -3.7285 3.8305
C -3.2941 -2.5069 3.3618
C -2.7292 -2.4236 2.0831
C -2.1549 -1.1236 1.5172
C -2.7093 0.0949 2.2714
C -1.8724 1.1189 2.7038
C -2.4288 2.3599 3.0533
C -3.8038 2.5511 3.0395
C -4.6466 1.4921 2.6933
C -4.0986 0.2422 2.4005
C -0.6185 -1.2147 1.4849
C 0.0589 -1.7863 2.5723
C 1.4175 -2.1079 2.4726
C 2.1371 -1.7744 1.3251
C 1.4751 -1.1797 0.2530
C 0.1218 -0.8448 0.3623
C -2.5648 -0.9894 0.0405
C -4.0265 -1.2466 -0.3570
C -4.1871 -0.3841 -1.6163
C -3.2357 0.8036 -1.4122
N -2.1962 0.2936 -0.5235
C -2.5759 -3.5885 1.3197
C -3.0615 -4.8092 1.7908
H -4.0624 -5.8293 3.4062
H -4.2622 -3.7645 4.8138
H -3.3748 -1.6255 4.0045
H -0.8041 0.9160 2.8056
H -1.7674 3.1796 3.3179
H -4.2139 3.5224 3.3075
H -5.7292 1.6133 2.6506
H -4.7572 -0.6258 2.2730
H -0.4989 -2.0163 3.4800
H 1.9018 -2.6368 3.2936
H 3.2069 -1.9752 1.2648
H 1.9678 -0.9574 -0.6870
H -0.3351 -0.3135 -0.4802
H -1.9950 -1.7055 -0.5731
H -4.2079 -2.3194 -0.5002
H -4.6891 -0.8671 0.4237
H -3.8276 -0.9737 -2.4694
H -5.2187 -0.0755 -1.7895
H -2.7950 1.1944 -2.3429
H -3.7552 1.6404 -0.9075
H -1.8063 1.0024 0.0973
H -2.0571 -3.5408 0.3553
H -2.9550 -5.6926 1.1577
O 4.3033 6.2433 -1.7210
N 3.1859 6.1878 -1.1825
O 2.5052 7.2007 -0.9139
C 2.5888 4.9020 -0.8476
C 1.2616 4.8269 -0.4570
C 0.6634 3.5780 -0.2004
N -0.5575 3.5684 0.5338
O -1.1585 4.6101 0.8266
O -0.9517 2.4240 0.9170
C 1.3382 2.3394 -0.3537
C 2.7238 2.4499 -0.5684
N 3.7703 1.5643 -0.2304
O 3.8109 0.3803 0.0620
O 4.9431 2.3138 -0.2474
N 4.7134 3.6203 -0.5982
C 3.3729 3.6886 -0.8010
H 0.6869 5.7190 -0.2592
H 0.8929 1.3749 -0.1184
```

This record from OMol25 describes C29H25N5S2V as an isolated structure at a distorted geometry. The level of theory is ωB97M-V/def2-TZVPD.

**Frontier orbital gap (alpha / beta)**: 3.01 / 3.00 eV
**Total charge**: +3
**Strongest force on any atom**: 2.33 eV Å⁻¹

```
62
C29H25N5S2V | OMol25 | ωB97M-V/def2-TZVPD
V 0.1073 1.5167 -0.3031
C -2.3409 2.6775 4.2762
S -3.4202 2.2690 2.8850
C -2.3564 2.0556 1.5684
S -0.5970 2.2359 1.7202
N -2.8881 1.7992 0.4115
N -1.9501 1.6728 -0.5626
C -2.3660 1.4916 -1.7677
C -1.3171 1.3971 -2.7779
C -1.5015 1.0922 -4.1057
C -0.3803 1.0276 -4.9354
C 0.8779 1.2951 -4.4178
C 0.9917 1.6298 -3.0796
N -0.0803 1.6480 -2.2670
H -3.0285 2.9162 5.0860
H -1.7389 3.5564 4.0630
H -1.7310 1.8279 4.5710
H -3.4280 1.4406 -1.9866
H -2.4961 0.9102 -4.4897
H -0.4974 0.7798 -5.9822
H 1.7596 1.2721 -5.0423
H 1.9459 1.8905 -2.6378
C 2.8443 4.6707 0.6228
C 3.8128 3.8498 1.2030
C 3.6898 2.4668 1.1933
C 2.5838 1.8747 0.5934
C 1.5746 2.7285 0.0622
C 1.7021 4.1155 0.0707
C 2.4388 0.4119 0.4190
C 3.4694 -0.5045 0.5671
C 3.2605 -1.8206 0.2045
C 2.0319 -2.2478 -0.3246
C 1.8061 -3.5778 -0.7580
C 0.5935 -3.9315 -1.2794
C -0.4452 -2.9820 -1.3602
C -0.2597 -1.6861 -0.9388
C 0.9882 -1.3016 -0.4397
N 1.2222 0.0027 -0.0405
H 2.9737 5.7447 0.6310
H 4.6818 4.2977 1.6657
H 4.4683 1.8633 1.6405
H 0.9204 4.7509 -0.3271
H 4.4342 -0.1835 0.9294
H 4.0658 -2.5380 0.3123
H 2.6065 -4.3008 -0.6708
H 0.4187 -4.9439 -1.6152
H -1.4110 -3.2841 -1.7430
H -1.0947 -0.9915 -0.9478
N -0.6996 -1.2579 2.4263
C -1.4350 -2.2593 1.8282
C -2.6623 -1.9508 1.2111
C -3.3675 -2.9401 0.5605
C -2.8658 -4.2454 0.5074
C -1.6491 -4.5512 1.1262
C -0.9328 -3.5719 1.7784
H 0.0122 -1.5707 3.0766
H -1.2360 -0.4764 2.7872
H -3.0656 -0.9449 1.2787
H -4.3259 -2.7113 0.1145
H -3.4353 -5.0242 0.0182
H -1.2767 -5.5665 1.1142
H -0.0021 -3.8148 2.2769
```